Entry 1:
{
  "formula": "C38H40N6OPbS2",
  "method": "ωB97M-V/def2-TZVPD",
  "species": ["Pb", "S", "S", "O", "N", "N", "N", "N", "N", "N", "C", "C", "C", "C", "C", "C", "C", "C", "C", "C", "C", "C", "C", "C", "C", "C", "C", "C", "C", "C", "C", "C", "C", "C", "C", "C", "C", "C", "C", "C", "C", "C", "C", "C", "C", "C", "C", "C", "H", "H", "H", "H", "H", "H", "H", "H", "H", "H", "H", "H", "H", "H", "H", "H", "H", "H", "H", "H", "H", "H", "H", "H", "H", "H", "H", "H", "H", "H", "H", "H", "H", "H", "H", "H", "H", "H", "H", "H"],
  "xyz": [[1.168, -0.356, -0.664], [-1.668, -0.192, -5.373], [0.863, 0.331, -3.744], [2.459, -2.686, -0.913], [-0.633, 1.513, -0.418], [-0.734, -0.757, 0.937], [2.552, -0.237, 1.548], [-0.912, -1.753, -3.516], [-0.185, -2.237, -2.427], [2.434, 1.828, -0.026], [-3.340, 2.743, 1.773], [3.647, 3.271, 1.462], [-4.730, 3.403, -3.432], [-0.732, -2.079, 1.533], [-0.507, -0.662, -4.061], [-1.725, 0.065, 1.106], [0.439, -1.024, 3.613], [-3.777, 3.003, -4.362], [-4.063, 0.416, 2.112], [-0.032, -5.340, -0.843], [5.314, 1.498, 3.346], [0.400, -6.101, 0.233], [-4.805, 2.767, -2.202], [-2.888, 1.970, -4.081], [-0.413, 2.767, -1.116], [2.273, -4.600, 0.447], [-2.978, 1.334, -2.842], [3.366, 0.726, 1.845], [-1.507, 1.444, 0.532], [1.909, -1.439, 3.629], [-0.323, -4.332, -3.662], [-2.968, -0.316, 1.701], [-4.269, 1.788, 2.182], [0.037, -3.497, -2.456], [2.582, -1.503, 2.255], [4.642, 3.637, 2.341], [0.630, -4.198, -1.287], [0.781, 3.570, -0.592], [-2.154, 2.601, 1.097], [1.583, -5.715, 0.863], [1.824, -3.752, -0.617], [5.460, 2.871, 3.164], [4.401, 0.605, 2.834], [-1.833, 1.583, -5.086], [-3.926, 1.731, -1.912], [3.161, 1.988, 1.032], [2.133, 2.926, -0.916], [-0.550, -2.057, 3.062], [6.014, 1.051, 4.051], [3.191, -4.299, 0.941], [-0.315, -5.393, -3.424], [1.967, -6.298, 1.696], [2.077, 2.514, -1.931], [-3.973, 1.236, -0.949], [-2.048, 2.043, -6.052], [0.701, 3.707, 0.491], [-0.160, -6.966, 0.564], [-1.288, -4.027, -4.064], [4.501, -0.396, 3.232], [0.343, -0.093, 3.049], [2.923, 3.688, -0.934], [-1.644, -2.643, 1.295], [2.011, -2.423, 4.105], [-5.539, 3.075, -1.467], [3.178, 4.107, 0.958], [-0.845, 1.924, -4.760], [3.603, -1.891, 2.363], [6.225, 3.381, 3.736], [-0.246, -3.064, 3.371], [-3.720, 3.503, -5.324], [4.815, 4.711, 2.384], [2.072, -2.235, 1.631], [-3.599, 3.774, 2.006], [-5.193, 2.138, 2.627], [0.142, -0.788, 4.640], [-1.314, 3.391, -1.107], [2.457, -0.726, 4.253], [-1.524, -1.868, 3.522], [-0.944, -5.634, -1.355], [-0.214, 2.508, -2.161], [0.077, -2.648, 1.071], [-4.885, -0.194, 2.482], [-1.633, 3.529, 0.896], [-2.296, 0.530, -2.600], [-3.072, -1.387, 1.828], [0.418, -4.155, -4.446], [-5.412, 4.211, -3.672], [0.743, 4.566, -1.050]],
  "gap_ev": 6.17,
  "e_tot_ha": -2865.0414,
  "e_lumo_ev": 4.4,
  "e_homo_ev": -1.79,
  "relative_energy_kj_mol": 0.0,
  "charge": -2
}

Entry 2:
{
  "formula": "C38H40N8O3S2SeTl",
  "method": "ωB97M-V/def2-TZVPD",
  "species": ["Tl", "Se", "S", "S", "O", "O", "O", "N", "N", "N", "N", "N", "N", "N", "N", "C", "C", "C", "C", "C", "C", "C", "C", "C", "C", "C", "C", "C", "C", "C", "C", "C", "C", "C", "C", "C", "C", "C", "C", "C", "C", "C", "C", "C", "C", "C", "C", "C", "C", "C", "C", "C", "C", "H", "H", "H", "H", "H", "H", "H", "H", "H", "H", "H", "H", "H", "H", "H", "H", "H", "H", "H", "H", "H", "H", "H", "H", "H", "H", "H", "H", "H", "H", "H", "H", "H", "H", "H", "H", "H", "H", "H", "H"],
  "xyz": [[-0.495, -0.015, -0.971], [2.425, 2.051, -1.959], [-1.737, -2.087, 0.805], [-2.389, 1.715, -2.765], [-8.257, -3.330, 1.801], [0.800, 0.644, 1.394], [-7.801, -5.039, 0.463], [-0.095, 1.743, -4.315], [-2.052, 3.934, 1.351], [3.369, 1.241, 0.585], [2.470, 3.241, 0.606], [-0.667, -0.435, -3.743], [1.850, -2.880, -2.395], [-1.928, 1.843, 0.703], [-0.870, 3.701, -3.682], [-5.573, -2.463, 1.826], [4.849, -3.854, 1.128], [0.837, -1.208, 2.917], [3.380, 1.656, 1.891], [1.377, -2.078, -1.554], [1.916, 4.476, 0.146], [-2.767, 1.918, 1.765], [-7.433, -3.890, 1.111], [2.643, -3.123, 0.481], [0.559, 0.202, 2.505], [1.701, -2.107, -0.089], [2.770, 2.179, -0.189], [0.785, -0.104, -5.622], [-0.718, -1.719, -4.032], [-0.076, 1.050, 3.576], [-5.180, -3.909, -0.055], [2.122, -4.275, 1.066], [-6.055, -3.439, 0.938], [-3.888, -3.454, -0.128], [-1.089, 2.353, -3.582], [0.237, 3.926, -4.450], [0.722, 2.730, -4.843], [-1.518, 3.054, 0.469], [3.135, 3.064, 4.246], [-4.278, -2.025, 1.770], [4.019, -2.921, 0.532], [0.019, 0.383, -4.553], [-3.391, -2.524, 0.800], [2.684, 3.666, 3.074], [-2.857, 3.211, 2.192], [-1.699, 4.696, -3.083], [0.753, -1.451, -5.893], [3.668, 1.787, 4.242], [-0.036, -2.289, -5.093], [2.821, 2.945, 1.898], [3.797, 1.051, 3.066], [4.317, -4.998, 1.700], [2.946, -5.198, 1.679], [1.052, -4.421, 1.060], [2.240, 4.648, 3.084], [3.605, 0.320, 0.246], [0.001, -1.818, 2.551], [-0.844, 3.327, -0.318], [1.635, 4.346, -0.900], [1.607, 2.514, -5.402], [-1.907, 4.929, 1.376], [0.615, 1.156, 4.410], [4.171, 0.041, 3.078], [1.746, -1.581, 2.455], [1.330, -1.858, -6.713], [0.898, -1.305, 3.996], [5.919, -3.690, 1.162], [1.544, -2.767, -3.363], [-1.322, -2.313, -3.359], [0.726, -2.242, 0.388], [-3.251, 1.044, 2.151], [2.520, -6.074, 2.151], [-0.123, -3.341, -5.303], [-0.976, 0.553, 3.931], [0.577, 4.918, -4.659], [-5.518, -4.619, -0.805], [2.658, 5.277, 0.218], [-1.109, 5.362, -2.450], [1.369, 0.565, -6.232], [-2.445, 4.166, -2.491], [4.966, -5.728, 2.164], [-3.909, -1.296, 2.478], [3.049, 3.603, 5.177], [-6.255, -2.081, 2.573], [-7.053, -5.416, -0.016], [-3.221, -3.819, -0.896], [2.043, -1.101, 0.164], [4.448, -2.019, 0.114], [-2.205, 5.290, -3.845], [-3.400, 3.664, 2.996], [-0.318, 2.034, 3.185], [1.041, 4.746, 0.739], [3.976, 1.340, 5.176]],
  "gap_ev": 3.86,
  "e_tot_ha": -5506.1457,
  "e_lumo_ev": 1.8,
  "e_homo_ev": -2.03,
  "relative_energy_kj_mol": 94.6,
  "charge": -1
}

Entry 3:
{
  "formula": "C38H41ClCsN4O4Sb",
  "method": "ωB97M-V/def2-TZVPD",
  "species": ["Cs", "Sb", "Cl", "O", "O", "O", "O", "N", "N", "N", "N", "C", "C", "C", "C", "C", "C", "C", "C", "C", "C", "C", "C", "C", "C", "C", "C", "C", "C", "C", "C", "C", "C", "C", "C", "C", "C", "C", "C", "C", "C", "C", "C", "C", "C", "C", "C", "C", "C", "H", "H", "H", "H", "H", "H", "H", "H", "H", "H", "H", "H", "H", "H", "H", "H", "H", "H", "H", "H", "H", "H", "H", "H", "H", "H", "H", "H", "H", "H", "H", "H", "H", "H", "H", "H", "H", "H", "H", "H", "H"],
  "xyz": [[0.171, -0.092, -0.250], [-0.054, -3.409, -2.526], [-5.349, 3.540, -5.641], [-0.844, 2.598, -1.330], [2.317, -1.387, -1.684], [-1.476, 2.985, 3.524], [-2.120, 0.086, -2.159], [1.726, 1.071, 2.043], [2.341, -1.799, 2.155], [-2.900, 1.084, 1.796], [-2.372, -1.594, 1.530], [0.601, 1.959, 4.150], [-3.226, 0.224, 2.825], [1.897, -4.256, -2.926], [-2.581, 2.289, -2.970], [0.022, 2.696, 6.792], [3.835, -1.565, 0.129], [-3.019, -1.188, 2.655], [-4.382, 2.535, -4.566], [1.197, 1.979, 6.518], [3.015, 0.634, 2.536], [-2.545, -3.855, 2.285], [-4.126, -0.245, 5.023], [6.189, -1.113, -0.247], [4.626, -1.005, -2.092], [-3.361, 3.073, -3.835], [3.519, -1.332, -1.253], [2.721, -2.052, 0.969], [-3.926, 0.369, -3.635], [2.016, -5.349, -3.981], [-1.427, -5.221, -4.780], [-3.420, -2.090, 3.664], [-4.671, 1.164, -4.456], [0.655, -2.311, -5.404], [5.141, -1.450, 0.596], [1.456, 1.627, 5.208], [-3.747, 0.665, 4.021], [-1.568, 3.007, -2.218], [-0.854, 3.031, 5.793], [0.796, 1.595, 2.748], [-2.141, -2.868, 1.359], [-1.269, -5.062, -3.271], [2.991, -0.822, 3.025], [-0.633, 2.675, 4.418], [-0.255, -2.075, -4.206], [5.906, -0.895, -1.598], [-3.176, -3.462, 3.428], [-2.813, 0.864, -2.851], [-3.996, -1.598, 4.859], [-0.203, 2.984, 7.816], [-3.145, 4.135, -3.910], [-1.767, 3.575, 6.010], [4.023, -1.116, 3.251], [0.440, -3.262, -5.897], [1.343, -6.187, -3.781], [1.705, -2.319, -5.106], [7.201, -1.028, 0.129], [-0.090, 1.872, 2.174], [-2.132, -6.019, -5.036], [-2.419, 1.915, 2.144], [5.345, -1.647, 1.642], [2.243, -4.621, -1.956], [-1.489, 4.079, -2.518], [-2.247, -4.915, -2.806], [1.778, -4.972, -4.977], [2.524, -3.393, -3.149], [-4.143, -0.690, -3.548], [3.412, 1.254, 3.351], [0.533, -1.519, -6.149], [-1.309, -2.100, -4.492], [-1.798, -4.302, -5.237], [-4.526, 0.145, 5.952], [2.344, 1.045, 5.007], [3.033, -5.753, -4.020], [-0.855, -5.971, -2.824], [-5.490, 0.746, -5.030], [2.445, -0.852, 3.970], [-0.091, -1.083, -3.783], [4.417, -0.827, -3.142], [2.080, -2.760, 0.430], [-0.475, -5.457, -5.257], [-2.329, -4.897, 2.086], [3.715, 0.713, 1.703], [6.713, -0.630, -2.275], [-1.605, -3.149, 0.457], [-3.830, 1.731, 4.186], [-3.480, -4.187, 4.176], [1.875, 1.695, 7.313], [-4.292, -2.292, 5.637], [-2.400, 0.586, 1.071]],
  "gap_ev": 5.96,
  "e_tot_ha": -2713.2693,
  "e_lumo_ev": 3.8,
  "e_homo_ev": -2.19,
  "relative_energy_kj_mol": 60.8,
  "charge": -2
}